1.
ORCA calculation (ωB97M-V/def2-TZVPD) on a molecular structure, C2H3N3O.

```
9
Properties=species:S:1:pos:R:3:forces:R:3:mulliken_charge:R:1
C -0.267 -0.301 -0.004 -1.3295 -0.0893 2.9968 0.456
N -0.683 -1.472 -0.504 -0.9977 -1.0155 -0.6138 -0.424
C 0.998 1.227 0.344 0.3488 -0.9201 2.2465 0.065
O -0.179 1.642 0.881 1.7528 -0.6321 -1.4845 -0.109
N -1.044 0.568 0.684 0.2322 -1.2591 -1.9244 -0.423
N 1.066 -0.069 0.066 -0.1257 3.6449 -1.6466 -0.467
H -1.664 -1.565 -0.731 0.2409 0.0320 0.1256 0.260
H -0.049 -1.955 -1.126 -0.0939 0.2283 0.2529 0.247
H 1.820 1.924 0.389 -0.0279 0.0109 0.0475 0.395
```
Positions in Å, forces in eV/Å.



2.
ORCA calculation (ωB97M-V/def2-TZVPD) on a single H4N2OS molecule.

```
8
Properties=species:S:1:pos:R:3:forces:R:3:mulliken_charge:R:1
N 1.358 -0.800 -0.160 -1.2423 1.2620 -0.5757 -0.589
N 0.380 1.297 0.371 -2.7581 0.4586 1.0639 -0.413
O -1.597 -0.630 0.254 2.8506 -0.5250 -1.9285 -0.626
S 0.203 -0.290 0.730 0.7326 -1.3865 0.4784 0.528
H 1.814 -1.695 -0.155 -0.6530 -0.4980 0.7735 0.254
H 1.137 1.512 -0.238 0.1916 0.1769 -0.7899 0.297
H -0.543 1.794 0.368 1.6837 -0.3581 -0.3902 0.259
H -2.231 -0.212 0.799 -0.8050 0.8701 1.3685 0.290
```
Positions in Å, forces in eV/Å.



3.
ORCA calculation (ωB97M-V/def2-TZVPD) on a single C4H4O2 molecule.

As for the structure (SMILES): C=C1C(=O)[C@@H]1O.

```
10
Properties=species:S:1:pos:R:3:forces:R:3:mulliken_charge:R:1
C -0.167 -0.767 1.759 -0.1163 -0.0233 -0.3880 -0.573
C 0.145 0.012 0.750 -0.2407 -0.0892 0.2062 0.294
C 0.562 0.983 -0.168 -0.0504 0.2097 0.0049 0.260
O 0.328 2.168 -0.355 0.2861 -0.2088 0.0263 -0.598
C 0.268 -0.148 -1.019 0.1796 -0.0377 -0.0909 -0.163
O -0.554 0.068 -2.072 -0.1798 0.1079 0.2396 -0.488
H -0.856 -1.564 1.520 -0.1231 -0.2202 0.2534 0.253
H 0.182 -0.694 2.790 0.1265 0.2060 -0.4222 0.267
H 0.801 -1.089 -1.093 0.1616 0.2290 0.1719 0.408
H -0.708 1.030 -2.111 -0.0436 -0.1734 -0.0012 0.339
```
Positions in Å, forces in eV/Å.



4.
ORCA calculation (ωB97M-V/def2-TZVPD) on a molecular structure, C32H56N2O3P2Y.

The net charge is +1.

```
96
Properties=species:S:1:pos:R:3:forces:R:3:mulliken_charge:R:1
Y -0.454 -0.496 0.039 0.2652 0.0055 0.2328 -0.725
C -0.248 -1.599 2.430 1.1068 0.3155 -0.5243 0.926
C 0.025 -2.726 1.614 0.5815 0.7061 -0.1166 0.713
C 1.670 -1.148 1.220 -0.7920 -0.5110 0.9598 0.356
C 0.806 -0.655 2.250 0.2016 -1.2665 -0.1779 1.506
C 1.206 -2.450 0.872 -0.5549 0.6624 0.5596 0.401
C -1.275 -1.531 3.485 -0.4681 -0.0088 0.3833 -1.926
H -2.196 -2.004 3.135 -0.1184 0.0415 0.2481 0.316
H -1.485 -0.493 3.759 -0.1046 -0.2141 0.0576 0.345
H -0.944 -2.057 4.390 -0.1314 0.0721 -0.1062 0.306
C 1.178 0.374 3.232 0.1837 1.1530 0.1197 -1.641
H 0.381 0.542 3.966 0.2463 0.0798 -0.1431 0.520
H 1.381 1.307 2.694 -0.0777 -0.2352 0.7155 0.222
H 2.093 0.097 3.787 -0.3580 -0.0690 -0.2273 0.290
C 2.973 -0.578 0.818 0.5559 0.3314 -0.0781 -1.284
H 3.789 -1.074 1.366 -0.0943 0.1417 -0.1877 0.439
H 3.003 0.497 1.029 0.1033 -0.3219 -0.1066 0.083
H 3.147 -0.731 -0.256 0.1673 0.0949 0.1600 0.101
C 1.985 -3.432 0.102 0.1727 -0.4606 -0.6306 -1.732
H 2.618 -4.058 0.748 -0.1890 0.1604 -0.0583 0.269
H 2.650 -2.931 -0.607 -0.0678 -0.2268 -0.0062 0.406
H 1.297 -4.089 -0.434 0.2899 -0.1636 -0.1858 0.324
C -0.613 -4.045 1.810 -0.5727 -0.5768 -0.2889 -1.360
H -0.283 -4.554 2.734 -0.0196 0.3585 -0.2793 0.246
H -0.383 -4.716 0.977 -0.1929 0.0155 0.1597 0.472
H -1.701 -3.914 1.881 0.1176 -0.3354 -0.0214 0.189
C -3.351 -2.034 -1.457 -0.3945 0.1458 -0.1861 0.052
C -3.403 -2.743 -0.327 -0.3031 0.0534 0.3147 0.212
C -3.992 -4.140 -0.314 -0.1062 -0.1369 0.4510 -1.360
C -3.169 -5.289 -0.977 0.3641 -0.2714 0.3199 -1.059
C -1.868 -4.870 -1.625 -0.0170 -0.4724 0.2053 -0.236
C -1.861 -4.179 -2.758 0.0125 0.0053 -0.5605 -0.434
C -3.154 -3.771 -3.433 0.3706 0.0214 -0.3386 -0.857
C -3.921 -2.602 -2.744 -0.0001 0.3514 -0.3579 -1.253
H -4.979 -4.145 -0.809 0.2924 0.2949 0.3528 0.436
H -3.829 -5.813 -1.691 0.4232 0.1906 0.1992 0.415
H -4.141 -4.441 0.734 -0.1842 0.2352 -0.3406 0.438
H -4.948 -2.971 -2.574 0.3162 0.4506 0.1098 0.372
H -3.060 -0.965 -1.509 -0.0334 -0.5121 0.3083 0.598
H -3.164 -2.325 0.669 0.1339 -0.0160 -0.6307 0.355
H -3.979 -1.792 -3.485 -0.1985 -0.1485 0.3266 0.389
H -2.914 -3.431 -4.451 -0.1271 -0.3080 0.2438 0.378
H -0.944 -3.912 -3.305 -0.2281 -0.1821 0.5325 0.455
H -3.845 -4.629 -3.532 0.4450 0.2900 0.0536 0.384
H -2.926 -6.006 -0.180 -0.1287 0.0884 -0.3386 0.310
H -0.963 -5.227 -1.110 -0.2545 0.3742 -0.5290 0.587
P -2.396 1.287 1.050 -0.5566 0.5042 0.4017 1.503
C -1.712 2.283 2.417 0.1850 0.2067 0.2112 -1.261
H -2.355 3.147 2.628 0.0225 -0.2187 -0.0891 0.506
H -0.700 2.654 2.188 -0.3327 -0.2212 0.0716 0.162
H -1.643 1.676 3.330 0.0009 0.1334 -0.2726 0.261
C -2.929 2.543 -0.171 -0.0402 0.0902 -0.3215 -1.098
H -3.621 3.306 0.218 0.2381 -0.3544 0.1679 0.458
H -3.447 2.018 -0.986 0.1559 0.1674 0.0608 0.342
H -2.039 3.038 -0.583 -0.4275 -0.1610 0.1242 0.164
C -3.974 0.673 1.709 -0.3918 -0.1192 0.2199 -1.252
H -4.547 0.197 0.891 0.2071 0.1749 0.4209 0.344
H -4.569 1.501 2.139 0.2346 -0.4573 -0.1663 0.484
H -3.766 -0.084 2.491 -0.2155 0.3833 -0.3530 0.293
P 0.614 -0.345 -2.583 0.9380 0.5237 -0.1365 1.613
C 1.729 -1.703 -3.054 -0.1736 -0.7242 -0.5316 -1.294
H 1.804 -1.813 -4.145 0.0998 -0.1197 0.3096 0.470
H 1.372 -2.638 -2.590 0.1852 0.2507 -0.4152 0.139
H 2.739 -1.495 -2.647 -0.5923 0.0356 -0.1796 0.418
C -0.705 0.092 -3.779 -0.2838 -0.2285 -0.4175 -1.185
H -1.228 -0.793 -4.176 0.1796 0.2944 0.1727 0.320
H -0.306 0.684 -4.621 -0.1445 -0.3141 0.3106 0.466
H -1.442 0.718 -3.235 0.4331 -0.2970 -0.2746 0.225
C 1.808 1.030 -2.883 0.1554 0.2348 0.4828 -1.455
H 2.366 0.907 -3.827 -0.4496 -0.0684 0.2512 0.605
H 2.551 0.981 -2.068 -0.2410 0.2093 -0.2468 0.077
H 1.309 2.015 -2.861 0.2948 -0.5353 -0.0844 0.351
C 4.960 4.283 -0.561 -0.0191 -0.0678 -0.0828 -1.397
C 3.923 3.425 0.148 -0.2994 -0.1507 0.1167 -0.360
C 2.646 4.211 0.591 0.5286 0.5842 0.4404 2.344
C 2.940 5.468 1.419 -0.1657 0.4214 -0.4000 -0.933
C 3.760 5.219 2.668 0.0214 -0.1164 0.3216 -1.307
C 1.827 4.590 -0.625 -0.2379 -0.0125 -0.3820 -0.711
O 2.003 5.542 -1.347 -0.0168 -0.5151 0.4422 -0.621
N 0.752 3.709 -0.882 -0.6276 0.3673 -1.3579 0.249
C 0.614 2.453 -0.343 1.0459 -0.5222 1.3223 -1.428
O -0.229 1.616 -0.858 0.7985 0.6847 0.1526 -0.007
N 1.355 2.163 0.711 -1.7638 -0.5431 -0.4028 0.916
C 1.802 3.279 1.409 -0.4966 -0.0632 1.3570 -0.433
O 1.498 3.464 2.591 0.3607 -0.4326 -1.9422 -0.663
H 4.528 4.694 -1.482 0.2572 0.0562 0.2099 0.312
H 5.821 3.654 -0.821 -0.1380 0.2207 -0.0027 0.418
H 5.312 5.104 0.079 -0.1103 -0.2377 -0.2655 0.306
H 3.587 2.594 -0.494 0.2323 0.2194 0.1337 -0.288
H 4.350 2.961 1.050 -0.0943 0.1309 -0.2101 0.578
H 3.390 6.229 0.773 -0.0751 -0.1508 0.0947 0.504
H 1.960 5.851 1.734 0.1951 0.1121 -0.0833 0.440
H 4.755 4.807 2.467 -0.1002 0.1627 -0.0109 0.269
H 3.864 6.156 3.221 0.1489 -0.1268 -0.0677 0.470
H 3.203 4.518 3.294 0.4103 0.1971 0.0725 0.263
H 0.256 3.881 -1.751 0.0321 0.1899 0.2347 0.481
```
Positions in Å, forces in eV/Å.



Number 1: Kohn-Sham gap 10.1 eV. Number 2: Kohn-Sham gap 9.9 eV. Number 3: Kohn-Sham gap 9.7 eV. Number 4: Kohn-Sham gap 7.9 eV.